57
Properties=species:S:1:pos:R:3 method="wB97M-V/def2-TZVPD" max_force_ev_per_a=0.46 homo_lumo_gap_ev="7.76 / 7.59" relative_energy_kcal_mol=0.00 spin_multiplicity=2
Mn 0.137 -0.413 0.763
C 3.093 -1.252 -0.213
N 2.129 -0.241 0.209
C 2.577 0.956 0.405
C 1.695 1.947 0.923
C 1.838 3.306 1.205
C 0.596 3.725 1.697
C -0.238 2.602 1.676
N 0.421 1.528 1.218
C 3.652 -1.010 -1.596
C 2.805 -0.637 -2.638
C 3.307 -0.447 -3.913
C 4.662 -0.621 -4.164
C 5.510 -0.984 -3.132
C 5.005 -1.175 -1.853
H 2.588 -2.220 -0.190
H 3.909 -1.319 0.514
H 3.619 1.208 0.200
H 2.722 3.903 1.061
H 0.321 4.717 2.011
H -1.276 2.537 1.970
H 1.751 -0.484 -2.439
H 2.641 -0.157 -4.714
H 5.055 -0.466 -5.161
H 6.568 -1.113 -3.318
H 5.672 -1.454 -1.046
Cl -3.967 1.116 -1.817
C -3.621 0.720 -0.136
Cl -4.822 -0.422 0.512
C -2.208 0.163 0.064
O -1.903 -0.184 1.245
O -1.399 0.105 -0.879
H -3.718 1.636 0.444
C 0.496 -4.404 0.495
Te -0.221 -2.754 -0.645
C -2.249 -3.136 -0.146
H 0.276 -4.245 1.547
H 1.570 -4.490 0.353
H 0.012 -5.306 0.131
H -2.468 -4.178 -0.364
H -2.876 -2.498 -0.762
H -2.409 -2.910 0.905
S 0.677 -1.651 2.793
C 0.175 -0.612 4.059
N -0.807 0.263 3.901
C -1.221 1.224 4.908
C -0.066 1.497 5.858
C 0.479 0.173 6.374
N 0.805 -0.675 5.240
H -1.300 0.230 3.011
H -2.090 0.843 5.455
H -1.521 2.137 4.393
H -0.401 2.117 6.688
H 0.723 2.033 5.326
H -0.255 -0.321 7.020
H 1.388 0.325 6.956
H 1.571 -1.324 5.292